No. 1
The following is a DFT calculation (the ωB97M-V functional and the def2-TZVPD basis) of a single C6H14N2 molecule in a non-equilibrium geometry.

The HOMO energy comes out at -0.2655 hartree. The calculated total energy comes out at -346.40025 hartree. As for the SMILES: C/C(=C/N)CCCN. Its relative energy (zero: lowest compared OMol25 entry of this formula, charge and spin) is 3.453 eV.

Structure (XYZ):
```
22
Properties=species:S:1:pos:R:3:forces:R:3
C 0.5438 -1.2606 -1.4043 -1.67 0.25 3.22
C 0.9774 -0.5690 0.0313 -1.03 -1.92 -2.38
C -0.3143 -0.6755 0.8962 0.62 0.93 1.15
N 0.5951 1.9085 2.0997 -1.66 -1.74 -2.51
C -0.4190 1.8663 1.0929 -0.55 -2.59 0.11
C -0.9352 0.7038 0.5197 1.65 1.61 4.08
C -2.0429 0.7564 -0.4169 1.51 2.70 -2.46
N 1.6832 -2.0990 -1.6083 1.68 -2.85 -3.59
H -0.5561 -1.6403 -1.3724 2.09 -0.75 0.63
H 0.2488 -0.5261 -2.1224 1.30 0.84 -1.16
H 1.2344 0.4514 -0.1837 -0.20 0.60 0.24
H 1.9803 -1.0226 0.2464 -1.48 -0.26 0.58
H 0.0451 -0.7770 1.9849 -1.09 0.36 -1.21
H -1.0611 -1.5470 0.6856 1.71 1.45 0.17
H 0.8870 1.0891 2.5934 -0.12 -0.09 -0.03
H 0.8490 2.7651 2.4428 0.66 2.06 0.97
H -0.8424 2.8209 0.7769 0.31 -0.13 0.25
H -1.5768 0.4153 -1.3866 -1.56 -0.53 0.58
H -2.2140 1.8549 -0.6676 -0.15 -1.18 0.44
H -2.9422 0.3625 -0.0211 -0.92 -0.96 -0.29
H 2.1879 -1.6822 -2.4259 -0.30 -1.05 0.96
H 1.6723 -3.1949 -1.7605 -0.80 3.23 0.25
```
Positions in Å, forces in eV/Å.


No. 2
The following is a DFT calculation (the ωB97M-V functional and the def2-TZVPD basis) of a molecular structure, C3H6HgO4 in a non-equilibrium geometry.

The HOMO energy (alpha / beta) comes out at -0.3276 / -0.3380 hartree. As for the spin multiplicity: 3. The calculated total energy comes out at -572.14494 hartree. Its relative energy (zero: lowest compared OMol25 entry of this formula, charge and spin) is 0.000 eV.

Structure (XYZ):
```
14
Properties=species:S:1:pos:R:3:forces:R:3
O -1.1575 0.8343 -1.2838 -0.48 1.88 0.51
O -0.5446 -1.3137 -1.1635 0.24 -0.28 0.75
C -1.0167 -0.2641 -1.8991 0.49 -1.94 -2.41
O -1.2108 -0.4764 -3.0955 -0.03 0.65 1.72
H 0.0752 -0.3904 2.6992 0.13 -0.07 0.02
Hg -0.7951 1.6756 0.6977 -0.47 0.45 -0.52
O 0.4678 0.0303 1.9259 -0.15 -0.41 0.10
H -0.3478 -1.0134 -0.2612 -0.14 -0.13 -0.33
C 1.8905 -0.0179 1.9747 2.16 -0.82 3.17
C 2.4613 -1.3778 1.9017 -0.85 -1.65 -1.73
H 2.3192 0.0367 3.0716 -1.25 2.23 -1.74
H 2.2753 -1.9634 0.9981 0.36 -0.01 0.12
H 2.2753 0.6845 1.2178 -0.11 -0.22 0.62
H 2.6366 -1.9568 2.8107 0.10 0.33 -0.27
```
Positions in Å, forces in eV/Å.


No. 3
The following is a DFT calculation (the ωB97M-V functional and the def2-TZVPD basis) of a molecular structure, C13H8F5O2SeY.

The HOMO energy comes out at -0.3053 hartree. The calculated total energy comes out at -3589.87166 hartree. Its relative energy (zero: lowest compared OMol25 entry of this formula, charge and spin) is 0.120 eV.

Structure (XYZ):
```
30
Properties=species:S:1:pos:R:3:forces:R:3
Y -0.1662 0.9206 -0.7680 0.28 -0.32 0.32
C -1.1463 -0.9459 0.8374 0.04 0.03 0.04
C -1.0380 0.2138 1.6322 -0.01 -0.01 -0.05
C -1.9546 1.1669 1.1391 0.03 0.11 -0.01
C -2.6322 0.5934 0.0388 -0.05 0.09 -0.13
C -2.1285 -0.7133 -0.1471 -0.03 0.00 -0.06
H -0.5631 -1.8469 0.9490 -0.01 0.00 0.00
H -0.3622 0.3577 2.4605 0.00 -0.01 0.00
H -2.1271 2.1523 1.5474 -0.01 -0.01 0.01
H -3.4152 1.0611 -0.5407 -0.02 -0.01 0.02
H -2.4456 -1.4133 -0.9056 -0.02 -0.01 0.01
C 3.7091 0.4056 0.5121 0.02 -0.02 0.00
C 2.2643 0.5347 0.1540 -0.04 0.07 0.02
O 1.6842 -0.3769 -0.5138 -0.01 0.04 -0.03
O 1.6189 1.5803 0.4859 -0.03 -0.03 -0.07
H 3.9887 -0.6412 0.5950 0.00 0.00 0.00
H 3.9228 0.9483 1.4291 0.00 0.00 0.00
H 4.2882 0.8557 -0.2967 0.00 0.00 0.00
F -0.4438 -1.6269 -7.2841 0.00 0.00 0.01
C -0.1574 -0.7508 -6.3241 0.00 0.00 -0.02
C 0.5099 0.4255 -6.6247 -0.01 0.00 0.02
F 0.8633 0.6722 -7.8838 0.00 0.00 0.00
C 0.8037 1.3376 -5.6259 0.01 0.00 -0.07
F 1.4437 2.4506 -5.9814 0.01 0.01 0.04
C 0.4526 1.1234 -4.2967 0.02 0.05 0.02
Se 0.8855 2.3911 -2.9429 -0.16 0.05 -0.02
C -0.2078 -0.0629 -4.0541 -0.06 -0.08 0.02
F -0.6144 -0.3609 -2.7689 0.04 0.05 -0.08
C -0.5258 -1.0000 -5.0157 0.01 0.03 0.01
F -1.1774 -2.1162 -4.6937 0.00 -0.02 0.00
```
Positions in Å, forces in eV/Å.


No. 4
The following is a DFT calculation (the ωB97M-V functional and the def2-TZVPD basis) of a molecular structure, C35H36MoN4OSSi in a non-equilibrium geometry.

The HOMO energy comes out at -0.5051 hartree. The calculated total energy comes out at -2405.05480 hartree. As for the net charge: +2. Its relative energy (zero: lowest compared OMol25 entry of this formula, charge and spin) is 0.422 eV.

Structure (XYZ):
```
79
Properties=species:S:1:pos:R:3:forces:R:3
Mo 0.0252 0.0789 0.1103 0.10 1.04 -0.62
N -2.9033 1.5965 3.0385 0.05 -0.01 0.02
C -1.8186 1.1903 2.3727 -0.01 -0.05 -0.04
S -1.6819 1.6639 0.6862 0.04 -0.03 -0.05
N -0.8985 0.5081 2.9907 -0.06 0.07 0.12
N 0.1798 0.2188 2.1841 -0.09 -0.21 0.15
C 1.3435 0.0781 2.7632 -0.14 -0.01 0.14
C 1.5904 0.2748 4.1950 -0.01 0.01 -0.06
C 2.6132 1.1471 4.5799 0.04 0.02 0.00
C 2.8731 1.3575 5.9225 0.02 0.01 0.00
C 2.1414 0.6732 6.8833 0.00 0.00 0.01
C 1.1327 -0.2031 6.5041 -0.02 -0.02 -0.02
C 0.8386 -0.3888 5.1650 -0.04 -0.01 0.04
C 2.4454 -0.2397 1.8503 0.21 -0.04 -0.12
C 3.7250 -0.5650 2.2625 -0.16 0.06 -0.03
C 4.7001 -0.7903 1.2982 0.05 -0.02 -0.09
C 4.3743 -0.6646 -0.0382 0.04 0.03 0.01
C 3.0687 -0.3476 -0.3798 0.02 0.04 -0.05
N 2.1222 -0.1809 0.5392 0.17 -0.14 0.08
H -3.6132 2.1465 2.5870 0.01 -0.01 -0.01
H -2.9320 1.4970 4.0408 -0.01 0.00 0.01
H 3.1856 1.6807 3.8297 -0.01 0.00 0.01
H 3.6491 2.0494 6.2194 0.00 0.01 0.00
H 2.3565 0.8239 7.9326 0.00 0.01 0.00
H 0.5671 -0.7348 7.2567 0.00 0.00 0.00
H 0.0354 -1.0488 4.8705 0.01 -0.01 0.01
H 3.9548 -0.6324 3.3148 -0.02 -0.01 0.01
H 5.7065 -1.0484 1.5982 0.01 0.00 -0.01
H 5.1098 -0.8007 -0.8167 0.02 0.01 -0.01
H 2.7694 -0.2231 -1.4120 0.01 0.00 0.00
C -1.1653 -0.6689 -1.7921 -0.06 -0.06 -0.02
C -2.0574 -0.8738 -0.7407 0.00 -0.03 -0.03
C -1.6030 -1.5070 0.4263 -0.13 -0.41 0.08
C -0.3592 -2.2074 0.4142 -0.09 -0.27 0.02
C 0.4347 -2.1842 -0.7328 -0.04 0.02 0.04
C 0.1123 -1.3012 -1.7755 -0.03 -0.16 0.09
H -1.4526 -0.0752 -2.6467 0.02 0.08 0.02
H -3.0443 -0.4361 -0.7733 0.03 0.04 0.02
H -2.2485 -1.5766 1.2903 0.06 0.07 0.04
H -0.0732 -2.8110 1.2640 0.02 0.06 0.02
H 1.3595 -2.7449 -0.7634 0.03 0.06 0.04
H 0.7716 -1.1826 -2.6247 0.04 0.10 0.06
C 1.6910 5.6693 -1.1513 0.05 0.02 -0.02
C 0.8131 4.5085 -0.6568 0.06 -0.10 -0.11
C -0.5844 4.6602 -1.2752 -0.04 -0.10 -0.03
C 0.7207 4.5662 0.8728 0.08 -0.04 0.03
Si 1.5983 2.9369 -1.3330 0.12 -0.07 -0.09
O 0.7571 1.5775 -0.7464 -0.06 0.00 0.09
C 3.3869 2.7239 -0.7913 -0.10 0.11 0.01
C 4.4159 2.4674 -1.7010 -0.03 -0.06 -0.13
C 5.7389 2.3766 -1.2912 0.08 -0.04 0.01
C 6.0636 2.5233 0.0491 -0.01 0.00 0.01
C 5.0564 2.7597 0.9771 -0.01 0.04 -0.01
C 3.7388 2.8709 0.5569 -0.04 -0.10 0.08
C 1.4134 2.8553 -3.1906 -0.04 0.04 0.12
C 2.3040 3.4846 -4.0647 0.12 -0.01 0.03
C 2.0882 3.4796 -5.4352 -0.03 0.00 -0.04
C 0.9663 2.8562 -5.9626 0.02 0.00 0.02
C 0.0482 2.2567 -5.1111 0.01 0.03 -0.05
C 0.2732 2.2670 -3.7438 -0.01 -0.04 0.03
H 1.2656 6.6139 -0.8050 0.00 0.04 0.00
H 1.7323 5.7125 -2.2424 -0.01 0.01 0.01
H 2.7145 5.6055 -0.7713 -0.05 0.01 0.00
H -1.0251 5.5995 -0.9368 -0.05 0.05 0.01
H -1.2621 3.8538 -0.9791 0.04 0.07 -0.02
H -0.5460 4.6860 -2.3672 0.00 0.01 0.07
H 0.0543 5.3815 1.1611 -0.02 0.05 0.04
H 1.6916 4.7749 1.3278 -0.05 -0.02 -0.03
H 0.3223 3.6472 1.3108 -0.03 0.00 0.00
H 4.1906 2.3488 -2.7552 0.02 -0.04 0.08
H 6.5187 2.2061 -2.0228 0.00 0.00 0.01
H 7.0969 2.4768 0.3676 0.00 -0.02 0.00
H 5.3059 2.8942 2.0227 0.00 0.00 0.01
H 2.9732 3.0860 1.2963 0.02 -0.02 -0.02
H 3.1816 3.9931 -3.6794 -0.06 0.01 -0.03
H 2.7933 3.9712 -6.0920 0.00 0.00 -0.01
H 0.7983 2.8540 -7.0310 0.00 0.00 0.00
H -0.8482 1.8057 -5.5167 -0.01 -0.01 0.00
H -0.4776 1.8555 -3.0803 -0.05 -0.08 0.03
```
Positions in Å, forces in eV/Å.